Entry 1:
# C18H35N2O9

4 unconnected molecules or ions with the total composition C18H35N2O9 (ωB97M-V/def2-TZVPD, the Open Molecules 2025 dataset).

Geometry as XYZ:
```
64
Properties=species:S:1:pos:R:3:forces:R:3:lowdin_charge:R:1
H -23.364828 15.548775 11.020550 -0.1 0.2 0.4 0.12
C -17.416268 12.928907 9.544343 -0.8 0.9 0.9 -0.42
H -21.493494 20.904519 9.554007 -0.2 0.1 -0.1 0.07
H -18.978589 20.856084 7.705812 0.0 0.3 0.5 0.11
N -19.184956 18.781509 7.825671 -1.0 1.8 -1.5 -0.10
O -20.455197 17.818770 9.821903 -1.4 -0.1 0.4 0.11
H -21.198798 22.199184 10.709945 -0.3 0.2 0.0 0.09
O -16.315017 13.184803 7.451132 0.3 -0.8 -1.0 0.05
H -17.570076 19.913155 7.214529 0.1 0.5 0.1 0.12
O -18.924590 15.707937 11.410634 0.1 -0.3 -0.5 -0.05
C -18.303239 19.458850 11.548278 0.6 0.0 0.6 -0.11
C -21.705391 13.738639 12.114090 0.7 0.2 -0.7 -0.09
C -20.041139 18.624042 6.672143 0.9 0.7 0.5 -0.19
H -17.754679 18.514603 11.455111 -0.3 -0.1 -0.3 0.10
C -23.350765 19.420254 8.028323 0.1 0.6 -1.1 -0.10
H -23.042786 17.940501 11.371992 0.3 -0.2 -0.1 0.10
H -21.802152 13.023112 12.925784 -0.3 0.0 0.1 0.08
C -18.389975 15.025867 10.494080 -0.5 0.0 -0.1 -0.38
H -22.133847 21.064961 13.134655 -0.1 -0.2 0.4 0.13
O -18.750200 19.969240 10.325279 0.3 0.4 -0.5 -0.20
H -19.603686 18.904094 5.688818 0.1 -0.1 0.2 0.12
H -23.876906 18.932226 7.196563 -0.2 -0.3 0.4 0.09
C -17.025280 13.702889 8.282441 0.8 0.7 0.6 -0.38
H -22.832139 21.408349 10.665088 -0.1 0.1 -0.2 0.08
C -17.731527 19.944640 9.317797 -0.6 0.0 0.8 -0.19
H -20.959014 18.285435 9.102110 0.5 0.1 0.7 0.09
C -22.106536 20.111115 12.594201 0.3 0.5 -0.2 -0.22
H -20.414357 19.292976 13.548475 -0.3 0.4 0.8 0.11
H -21.223084 20.544535 6.721038 0.5 -0.1 0.5 0.12
H -21.682084 15.867524 10.716201 0.1 0.2 0.3 0.12
H -23.139891 19.847712 12.330487 0.1 0.1 -0.2 0.11
C -21.301798 19.451836 6.805967 -1.5 -0.8 -0.8 -0.20
H -17.234089 18.971617 9.419677 0.3 0.3 -0.2 0.12
C -21.758848 21.275761 10.541606 1.0 -0.5 0.4 -0.07
H -18.673433 17.952652 8.112445 0.4 -0.2 -0.7 0.03
H -21.958452 19.195344 5.950494 0.1 0.0 0.1 0.12
H -20.918489 16.986009 13.023285 0.8 0.7 0.2 0.13
C -18.383167 19.979908 7.965851 0.2 -1.1 -1.3 -0.18
N -21.282526 17.812512 12.541824 -1.6 -0.8 -0.3 -0.05
C -18.139768 13.645806 10.529992 -0.8 0.8 0.3 -0.02
H -20.262281 17.555142 6.643984 -0.4 0.1 -0.3 0.14
H -23.464269 20.494372 7.810756 0.1 0.0 0.3 0.09
C -22.579039 17.272630 12.118572 -0.9 0.4 -1.1 -0.22
O -22.075074 15.027919 12.555064 -0.3 -0.2 0.7 -0.19
O -21.266286 20.301120 11.464607 -1.0 -0.1 -0.3 -0.22
H -22.295893 13.455710 11.232894 -0.2 -0.2 0.3 0.09
H -23.378510 17.218389 12.887059 0.6 0.0 0.4 0.13
O -17.044376 11.785033 9.704329 0.4 -1.5 -0.4 0.01
H -16.971432 15.680489 7.380818 0.1 -0.1 -0.1 0.11
C -22.437503 15.892720 11.515730 0.3 -0.2 -0.7 -0.25
H -17.609638 20.146157 12.064604 -0.2 0.1 -0.1 0.09
H -21.976984 18.705830 14.293441 -0.1 0.7 0.2 0.12
H -19.176949 19.298223 12.175779 0.2 0.0 -0.1 0.05
O -18.232177 17.022861 9.156040 -0.2 0.5 0.6 -0.11
H -18.581483 13.145224 11.386549 0.5 -0.3 0.0 0.09
H -17.036869 20.778808 9.474129 0.1 -0.1 -0.1 0.12
O -21.994050 19.052603 7.993564 0.4 0.2 0.1 -0.25
H -23.768764 19.194405 9.001411 0.0 -0.2 0.0 0.09
C -18.006022 15.763781 9.194372 0.6 -1.2 1.2 -0.30
C -17.314627 15.108302 8.237122 -0.5 0.4 -0.6 0.01
H -20.656053 13.739717 11.797800 -0.1 0.1 0.0 0.06
H -19.472391 17.550583 9.492474 0.7 -0.7 0.8 0.06
C -21.455982 19.010356 13.378805 1.1 -1.4 0.0 -0.19
H -20.486049 18.298877 10.693371 -0.1 -0.5 -0.4 0.10
```
Forces are in eV/Å.

Summary:
Total charge: -1
Gap between HOMO and LUMO: 5.480 eV
Highest occupied orbital energy: -3.36 eV
Lowest unoccupied orbital energy: 2.12 eV

Entry 2:
# C29H25IN3O2Re

A molecular structure, C29H25IN3O2Re (ωB97M-V/def2-TZVPD, the Open Molecules 2025 dataset).

Geometry as XYZ:
```
61
Properties=species:S:1:pos:R:3:forces:R:3:lowdin_charge:R:1
H 2.314362 -3.780767 -3.972163 0.0 0.0 0.0 0.12
H 1.523020 -2.940835 0.548252 0.0 0.0 0.0 0.12
H -0.988674 0.141249 -4.216300 0.0 0.0 0.0 0.09
I -1.782741 0.141081 2.732902 0.1 0.0 0.1 1.21
H 3.847945 2.377774 2.121676 0.0 0.0 0.0 0.10
H 3.301557 -2.412060 4.362237 0.0 0.0 0.0 0.12
H 3.266557 2.156409 0.465615 0.0 0.0 0.0 0.09
H -4.040293 -0.560545 0.109135 0.0 0.0 0.0 0.10
C -7.057039 0.027175 -3.287240 0.0 0.0 0.0 -0.17
C 1.890494 3.205249 1.787258 -0.1 0.2 -0.2 -0.61
C 2.392147 -4.239715 -1.320909 0.0 0.0 0.0 -0.20
C 1.815393 -3.004843 -3.403007 0.0 0.0 -0.1 -0.07
C -5.492032 -0.330193 -1.441502 0.0 0.0 0.0 -0.01
O 1.483321 -4.951325 -0.488413 0.0 0.0 0.0 -0.05
C 1.079182 -2.033601 -1.345978 0.1 -0.2 0.1 -0.07
H 1.653497 -1.703732 6.069809 0.0 0.0 0.0 0.12
H 0.336735 -0.063889 -5.381084 0.0 0.0 0.0 0.09
N 0.567361 -1.167420 0.886091 0.5 -0.7 0.3 -0.12
C 2.416370 4.605034 1.428110 0.0 0.0 0.0 -0.03
H 2.333574 3.374886 3.889350 0.0 0.0 0.0 0.10
C 1.749944 -3.085035 -2.041123 -0.1 0.2 0.0 -0.14
C 2.351972 -1.991458 4.060916 0.1 0.0 0.0 -0.04
C 2.969873 2.154427 1.514620 0.0 -0.1 0.0 -0.04
H -0.468607 -0.661900 5.362123 0.0 0.0 0.0 0.10
N -8.023568 -0.254628 -3.839564 0.0 0.0 0.0 0.18
C 1.436245 -1.589281 5.016956 -0.1 0.0 0.1 -0.05
Re -0.681353 0.355569 0.233767 0.1 0.3 0.5 1.21
H -5.324889 1.941798 -3.958015 0.0 0.0 0.0 0.13
C -2.274781 1.352390 -0.560115 -1.0 0.6 -0.6 -0.25
H 2.711798 4.652734 0.380276 0.0 0.0 0.0 0.09
H -6.129852 -1.123313 -1.077166 0.0 0.0 0.0 0.13
C 0.240588 -1.006809 4.622656 0.1 -0.1 -0.1 -0.14
H 1.659987 5.367664 1.611074 0.0 0.0 0.0 0.09
C -0.333837 2.858698 0.318180 -0.1 -0.3 -0.1 -0.06
C -1.429318 2.265185 -0.263274 0.0 0.1 0.2 -0.18
C -5.846968 0.372208 -2.592371 0.0 -0.1 0.1 -0.22
C 2.073652 -1.843558 2.712341 -0.1 0.0 0.0 -0.02
N 1.297720 -1.989287 -4.129122 0.0 -0.1 0.1 0.14
H 3.184874 -3.890079 -0.655725 0.0 0.0 0.0 0.13
C 0.096552 0.101645 -4.334761 0.0 0.0 0.0 -0.01
H 2.615493 1.153830 1.774256 0.0 0.0 0.0 0.07
C 0.859327 -1.307638 2.286639 0.0 0.0 0.0 -0.32
C -3.506961 1.015713 -1.254271 0.0 0.2 0.1 -0.22
C 0.531914 -0.993703 -2.101765 -0.1 0.2 -0.1 -0.23
H 0.487750 1.068377 -4.015261 0.0 0.0 0.0 0.09
C 1.469129 3.154759 3.261531 0.0 0.0 0.1 -0.03
C -4.323369 -0.009170 -0.778386 0.1 -0.1 -0.1 -0.02
C 0.704654 2.922788 0.962839 -0.1 0.0 0.0 0.03
C -5.037022 1.398587 -3.068713 0.1 0.1 0.0 0.00
O -0.140187 0.028677 -1.599978 0.5 -0.3 -0.3 -0.20
C 1.063487 -2.073931 0.087883 0.0 0.2 0.0 -0.02
H 0.691264 3.887285 3.475737 0.0 0.0 0.0 0.10
C -0.026359 -0.867819 3.271914 0.1 0.0 0.0 -0.59
H 3.288215 4.828577 2.044467 0.0 0.0 0.0 0.09
H 2.820796 -2.120856 1.981263 0.0 0.0 0.0 0.12
H 1.098486 2.161852 3.527664 0.0 0.0 0.0 0.07
C 0.678123 -1.009635 -3.522526 0.0 -0.1 0.1 -0.25
H 2.865103 -4.897362 -2.053085 0.0 0.0 0.0 0.13
H 0.850637 -5.414844 -1.047602 0.0 0.0 0.0 0.10
C -3.870502 1.722477 -2.399496 -0.1 0.0 0.0 0.00
H -3.240740 2.525135 -2.758623 0.0 0.0 0.0 0.13
```
Forces are in eV/Å.

Summary:
Total charge: +1
Gap between HOMO and LUMO (spin up / spin down): 6.938 / 7.141 eV
2S+1: 4
Highest occupied orbital energy (spin up / spin down): -10.87 / -11.45 eV
Lowest unoccupied orbital energy (spin up / spin down): -3.93 / -4.31 eV

Entry 3:
# C6H11NO

2 unconnected molecules or ions with the total composition C6H11NO (ωB97M-V/def2-TZVPD, the Open Molecules 2025 dataset).

Geometry as XYZ:
```
19
Properties=species:S:1:pos:R:3:forces:R:3:lowdin_charge:R:1
H 2.022900 2.591040 1.302582 0.0 0.1 0.0 0.09
C 1.881006 0.470092 -1.731060 0.0 0.2 0.8 0.16
H -1.824147 -2.268247 -1.203169 -1.1 0.7 -1.0 0.09
C 1.888758 0.516218 -0.530540 -0.3 -0.4 -1.0 -0.05
H 2.636543 1.550603 2.609432 0.0 0.0 0.0 0.09
H -2.501890 0.492963 -0.256866 0.2 0.0 0.1 0.10
H -0.915543 0.003307 -0.917685 -0.3 0.0 0.0 0.08
H -2.734052 -0.991362 -2.294047 0.2 -0.5 -0.3 0.06
C -1.835651 -0.356703 -0.430694 -0.3 -0.5 0.2 -0.36
C -2.539168 -1.392380 -1.303302 1.1 -0.5 0.8 -0.12
C 2.573430 1.678262 1.531655 -0.1 -0.1 0.3 -0.01
H 3.570706 1.777933 1.105239 0.0 0.0 0.0 0.09
H -1.491952 -0.356384 1.592704 0.1 0.0 0.1 0.05
O 1.322613 -0.374220 1.539384 0.1 0.1 -0.1 0.09
C 1.859005 0.507079 0.910692 0.4 0.2 0.6 -0.48
N -1.577061 -1.032234 0.846001 -0.1 0.4 0.4 -0.03
H 1.856091 0.459098 -2.783032 0.0 0.0 -0.5 0.03
H -3.475957 -1.702754 -0.836559 0.1 0.1 0.0 0.06
H -0.715631 -1.572312 0.849268 -0.1 0.3 -0.2 0.05
```
Forces are in eV/Å.

Summary:
SMILES: C#CC(C)=O.CCN
Gap between HOMO and LUMO: 8.893 eV
Highest occupied orbital energy: -8.76 eV
Lowest unoccupied orbital energy: 0.13 eV

Record-wise relative energy (zero: lowest compared OMol25 entry of this formula, charge and spin) values, in eV: 0.143, 0.103, 3.041